C62H139O36P5S8 as an isolated structure at a distorted geometry. Source: OMol25; level of theory: the ωB97M-V functional and the def2-TZVPD basis.

```
! RIJCOSX wB97M-V def2-TZVPD def2/J DEFGRID3
* xyz 0 1
C 25.533 15.541 8.802
C 27.098 15.804 8.965
C 27.316 16.620 10.234
S 26.060 15.958 11.469
O 25.417 17.168 11.955
O 26.665 14.929 12.319
C 25.037 15.054 10.140
H 25.401 14.830 7.987
H 25.044 16.455 8.466
H 27.463 16.433 8.154
H 27.603 14.840 9.022
H 26.888 17.606 10.055
H 28.316 16.639 10.668
H 23.960 15.138 10.284
H 25.271 14.016 10.378
C 21.416 18.787 13.402
C 20.138 18.198 13.910
C 20.506 16.923 14.691
S 22.163 17.362 15.535
O 23.158 16.422 15.170
O 21.950 17.713 16.950
C 22.391 18.941 14.599
H 21.173 19.774 13.009
H 21.865 18.190 12.608
H 19.489 17.841 13.111
H 19.558 18.970 14.416
H 20.727 16.055 14.070
H 19.702 16.522 15.307
H 23.417 19.165 14.306
H 22.061 19.790 15.198
C 18.958 12.478 11.650
C 18.514 11.787 10.413
C 18.956 10.330 10.459
S 18.909 9.834 12.305
O 20.290 9.503 12.709
O 17.765 9.045 12.647
C 18.572 11.614 12.817
H 18.577 13.498 11.698
H 20.042 12.560 11.731
H 19.080 12.219 9.588
H 17.476 11.903 10.102
H 19.992 10.348 10.120
H 18.387 9.587 9.900
H 19.085 11.898 13.735
H 17.504 11.683 13.024
C 26.978 11.683 12.409
C 26.626 12.247 11.007
C 25.139 12.069 10.823
S 24.638 10.489 11.669
O 24.586 9.334 10.749
O 23.447 10.768 12.515
C 26.142 10.416 12.725
H 26.697 12.439 13.142
H 28.060 11.607 12.510
H 27.044 11.588 10.247
H 27.004 13.254 10.828
H 24.772 12.161 9.801
H 24.519 12.800 11.343
H 26.655 9.485 12.482
H 25.872 10.276 13.772
C 18.205 16.544 8.557
C 17.160 16.934 9.613
C 17.662 18.093 10.444
S 19.177 18.871 9.650
O 20.341 18.560 10.441
O 18.899 20.265 9.286
C 18.995 17.805 8.119
H 17.721 15.987 7.755
H 18.917 15.852 9.008
H 16.958 16.087 10.269
H 16.222 17.103 9.083
H 17.922 17.953 11.494
H 16.994 18.952 10.387
H 19.983 17.715 7.668
H 18.362 18.378 7.442
C 21.371 9.783 15.176
C 21.584 11.025 14.309
C 22.961 11.638 14.584
S 23.554 10.896 16.203
O 23.933 11.952 17.149
O 24.497 9.768 15.904
C 21.947 10.146 16.622
H 21.946 8.971 14.732
H 20.319 9.542 15.332
H 20.802 11.755 14.519
H 21.470 10.829 13.243
H 23.018 12.724 14.671
H 23.794 11.467 13.902
H 21.264 10.865 17.074
H 22.073 9.323 17.326
C 25.933 14.929 14.492
C 27.228 14.248 14.240
C 28.249 15.311 13.786
S 27.636 16.994 14.446
O 27.321 17.858 13.305
O 28.457 17.420 15.574
C 26.126 16.280 15.170
H 25.239 14.344 15.097
H 25.487 15.180 13.530
H 26.911 13.569 13.449
H 27.592 13.655 15.079
H 28.382 15.518 12.724
H 29.246 15.035 14.127
H 25.323 17.013 15.246
H 26.532 15.980 16.135
C 25.307 13.535 16.956
C 23.960 14.001 16.216
C 23.748 15.538 16.492
S 24.722 15.849 18.071
O 23.857 16.333 19.128
O 25.958 16.616 17.781
C 25.209 14.114 18.328
H 26.223 13.819 16.438
H 25.454 12.456 17.003
H 23.122 13.526 16.728
H 23.879 13.706 15.170
H 22.743 15.897 16.715
H 24.125 16.165 15.684
H 24.352 13.650 18.817
H 25.975 14.054 19.101
C 24.676 14.900 12.505
C 23.560 14.928 13.495
O 22.734 13.820 13.471
P 21.079 14.035 13.483
O 20.391 12.771 13.158
O 20.794 15.279 12.464
C 19.541 15.174 11.752
C 19.284 16.414 10.947
O 20.807 14.610 14.962
C 21.190 13.931 16.087
C 19.998 13.490 16.930
H 24.965 15.950 12.532
H 25.473 14.187 12.716
H 24.390 14.718 11.469
H 24.002 15.111 14.474
H 22.996 15.859 13.453
H 19.593 14.310 11.089
H 18.663 15.043 12.384
H 19.465 17.285 11.577
H 19.847 16.517 10.020
H 18.257 16.457 10.586
H 21.749 13.063 15.738
H 21.944 14.464 16.665
H 20.269 12.967 17.846
H 19.583 14.406 17.349
H 19.187 12.928 16.465
C 14.349 16.771 10.404
C 14.820 17.271 11.798
O 16.184 16.960 12.037
P 16.731 16.634 13.577
O 18.219 16.719 13.609
O 15.938 17.532 14.646
C 16.343 18.854 14.754
C 16.819 19.243 16.166
O 16.173 15.132 13.782
C 16.831 13.992 13.215
C 17.016 14.066 11.705
H 14.637 17.445 9.597
H 14.629 15.741 10.185
H 13.263 16.686 10.373
H 14.736 18.348 11.944
H 14.276 16.832 12.635
H 17.110 19.168 14.047
H 15.534 19.462 14.349
H 17.532 20.066 16.126
H 16.004 19.553 16.820
H 17.334 18.453 16.712
H 17.772 13.771 13.719
H 16.282 13.095 13.504
H 17.350 13.106 11.312
H 16.058 14.251 11.218
H 17.715 14.872 11.481
C 17.537 15.092 15.180
C 17.285 14.303 16.441
O 17.331 15.250 17.448
P 18.081 15.089 18.810
O 19.049 13.952 18.839
O 18.734 16.606 19.020
C 19.980 16.985 18.470
C 19.715 17.501 17.070
O 16.804 15.095 19.813
C 16.993 14.784 21.232
C 17.553 15.904 22.068
H 16.878 15.943 15.006
H 18.586 15.333 15.011
H 17.128 14.484 14.373
H 16.424 13.640 16.525
H 18.014 13.499 16.545
H 20.383 17.791 19.084
H 20.660 16.134 18.503
H 20.579 17.991 16.621
H 19.248 16.661 16.557
H 19.061 18.363 17.204
H 16.059 14.477 21.702
H 17.645 13.929 21.410
H 18.398 16.330 21.527
H 16.746 16.637 22.054
H 17.644 15.723 23.139
C 21.824 17.761 9.536
C 21.359 16.292 9.248
O 22.009 15.274 9.975
P 22.040 13.803 9.228
O 20.750 13.097 8.939
O 23.152 13.886 7.971
C 23.448 12.756 7.214
C 24.934 12.645 6.986
O 22.935 13.044 10.270
C 22.246 12.501 11.299
C 21.914 10.982 11.112
H 22.827 17.886 9.127
H 21.264 18.491 8.951
H 21.762 18.126 10.561
H 20.275 16.247 9.343
H 21.557 16.115 8.191
H 23.057 11.864 7.704
H 22.919 12.655 6.267
H 25.377 13.631 6.846
H 25.280 12.078 7.850
H 25.113 12.051 6.090
H 22.946 12.566 12.132
H 21.409 13.057 11.722
H 22.874 10.602 10.761
H 21.752 10.469 12.060
H 21.174 10.788 10.335
C 17.278 12.532 14.723
C 17.871 11.106 14.740
O 17.447 10.334 15.816
P 18.281 10.150 17.183
O 17.489 9.658 18.371
O 19.056 11.547 17.534
C 19.376 11.946 18.857
C 20.736 11.402 19.246
O 19.466 9.151 16.816
C 19.406 7.735 17.057
C 20.900 7.198 17.047
H 17.819 13.197 14.050
H 16.206 12.642 14.555
H 17.491 12.949 15.707
H 17.541 10.580 13.844
H 18.948 11.081 14.574
H 19.429 13.033 18.919
H 18.661 11.503 19.551
H 20.792 11.418 20.334
H 20.743 10.312 19.244
H 21.668 11.806 18.852
H 18.892 7.439 17.971
H 18.889 7.217 16.249
H 21.078 6.134 17.207
H 21.328 7.517 16.097
H 21.557 7.760 17.711
*
```

Computed properties:
E_tot: -10043.75816 a.u.

Atomic partial charges in e from the Mulliken method, atoms 1 to 5: number 1, C, carries 0.08; number 2, C, carries -0.87; number 3, C, carries -0.60; number 4, S, carries 0.98; number 5, O, carries -0.95